Entry from the Open Molecules 2025 dataset: the molecule C8H8N2S2 at a distorted geometry (ωB97M-V/def2-TZVPD).

The SMILES is SC1(S)C=Nc2ccccc2N1. The calculation puts the LUMO energy at 0.409 eV. The calculation puts the gap between HOMO and LUMO at 8.6061 eV.

The geometry in XYZ format:
```
20
Properties=species:S:1:pos:R:3:lowdin_charge:R:1
S -3.3914 0.4248 -1.2908 0.671
C -2.0750 0.0521 -0.0213 -0.975
S -2.7688 0.0791 1.7536 0.643
C -1.4795 -1.7268 -0.1981 -0.070
N -0.2554 -1.8584 -0.2157 0.088
C 0.7182 -0.8084 -0.1157 -0.182
C 2.0603 -1.2523 0.1018 -0.004
C 3.0568 -0.3332 0.1622 -0.066
C 2.7775 1.0377 -0.1385 -0.066
C 1.4925 1.4367 -0.1480 -0.033
C 0.3778 0.5277 -0.1739 -0.183
N -0.9528 0.9417 -0.2524 -0.039
H -3.7566 -0.8565 -1.4559 -0.159
H -3.0106 1.4068 1.8798 -0.155
H -2.3311 -2.3954 -0.1744 0.092
H 2.1267 -2.2444 0.1962 0.071
H 4.0334 -0.5394 0.3329 0.065
H 3.4608 1.8658 -0.1360 0.104
H 1.1444 2.4214 -0.2271 0.093
H -1.2271 1.8211 0.1211 0.103
```

Entry from the Open Molecules 2025 dataset: a structure of composition C8H8N3S2 at a distorted geometry (ωB97M-V/def2-TZVPD).

The net charge is +1. The calculation puts the LUMO energy (alpha / beta) at -6.214 / -6.214 eV. The calculation puts the gap between HOMO and LUMO (alpha / beta) at 6.3548 / 6.3542 eV.

The geometry in XYZ format:
```
21
Properties=species:S:1:pos:R:3:lowdin_charge:R:1
C 1.8959 -3.1682 0.6057 -0.671
C -1.7799 3.0320 -0.5706 0.001
C -1.2289 2.1017 -1.5042 -0.094
C -1.4561 2.9186 0.8716 0.049
C -0.3091 1.1448 -1.1744 -0.096
C -0.5693 1.9138 1.1535 -0.328
C 0.0469 1.0708 0.2102 -0.455
C 0.7082 0.7845 2.5646 -0.269
N 2.5819 -3.9272 1.1511 0.163
N -0.1656 1.6587 2.4646 0.088
N 0.6831 -3.9561 -1.5754 0.051
S 1.2772 0.0252 0.9158 0.939
S 0.8389 -2.1834 -0.2609 0.836
H -2.4255 3.8652 -0.8306 0.105
H -1.5465 2.2910 -2.5991 0.145
H -1.7290 3.4820 1.7490 0.123
H 0.2766 0.6102 -1.9732 0.126
H 0.9098 0.2775 3.4762 0.092
H 0.9644 -3.4638 -2.3858 0.073
H -0.3080 -4.1092 -1.3155 0.112
H 1.3351 -4.3682 -0.9728 0.011
```